[1]
{
  "formula": "C47H69F18N9O14S6",
  "method": "ωB97M-V/def2-TZVPD",
  "e_tot_ev": -205827.679,
  "homo_lumo_gap_ha": 0.10897,
  "largest_force_ev_per_a": 9.95,
  "spin_multiplicity": 1,
  "charge": 2,
  "homo_energy_ha": -0.4104,
  "species": ["S", "S", "S", "S", "S", "S", "F", "F", "F", "F", "F", "F", "F", "F", "F", "F", "F", "F", "F", "F", "F", "F", "F", "F", "O", "O", "O", "O", "O", "O", "O", "O", "O", "O", "O", "O", "O", "O", "N", "N", "N", "N", "N", "N", "N", "N", "N", "C", "C", "C", "C", "C", "C", "C", "C", "C", "C", "C", "C", "C", "C", "C", "C", "C", "C", "C", "C", "C", "C", "C", "C", "C", "C", "C", "C", "C", "C", "C", "C", "C", "C", "C", "C", "C", "C", "C", "C", "C", "C", "C", "C", "C", "C", "C", "H", "H", "H", "H", "H", "H", "H", "H", "H", "H", "H", "H", "H", "H", "H", "H", "H", "H", "H", "H", "H", "H", "H", "H", "H", "H", "H", "H", "H", "H", "H", "H", "H", "H", "H", "H", "H", "H", "H", "H", "H", "H", "H", "H", "H", "H", "H", "H", "H", "H", "H", "H", "H", "H", "H", "H", "H", "H", "H", "H", "H", "H", "H", "H", "H", "H", "H", "H", "H"],
  "xyz": [[-3.65005, -3.44461, 0.86101], [-0.12113, -1.73303, 6.52872], [0.85418, -2.72802, 8.69454], [-3.00337, -4.08431, -5.93342], [-6.03994, -4.46978, 0.85302], [-4.41271, -1.87157, -5.79694], [-0.68019, -2.51560, 10.88728], [-1.48126, -0.76153, 4.50101], [-4.14785, -6.30238, -4.98062], [-2.52807, -5.55956, -3.71841], [-2.73635, -1.46912, -3.68979], [-8.42901, -5.60450, 0.29270], [-1.64527, -4.79248, -0.05861], [-0.35245, -0.61785, 9.85326], [-2.69809, -1.83268, 6.05195], [-4.83593, -1.38914, -3.26656], [-2.09555, -6.63240, -5.52355], [-7.12369, -5.26509, -1.43782], [-3.87914, 0.27041, -4.32732], [-6.73195, -6.88570, -0.12892], [-1.51426, -2.87568, 4.55090], [-1.24820, -3.95484, 1.89130], [-2.51799, -5.65943, 1.74663], [1.23901, -1.50591, 11.00154], [-3.24210, -2.39684, -0.05440], [0.00239, -0.35341, 6.96184], [1.10068, -4.09488, 9.11919], [-2.94575, -4.45565, -7.32575], [0.36626, 0.24447, -0.01309], [-1.85576, -3.26791, -5.53647], [1.00057, -2.24706, 5.72990], [-6.67522, -3.16822, 0.76091], [0.80528, 3.02824, -0.46576], [-5.78301, -1.44214, -5.97424], [-3.99902, -2.95897, 2.18976], [-6.02427, -5.06921, 2.16754], [2.02732, -1.98778, 8.30460], [-3.51522, -1.28721, -6.77419], [-4.37417, -3.50228, -5.49848], [-4.71623, -4.49714, 0.09164], [3.80335, 0.04712, 2.40349], [-0.50313, -2.70078, 7.68461], [7.82019, 5.30288, -0.03601], [-0.72863, 2.92658, -3.12365], [2.35114, -1.96540, -2.46012], [-4.81134, -0.05274, 2.18325], [-1.28163, 5.95881, 1.77580], [8.28775, 4.42593, 0.85348], [5.10652, -0.18612, 2.19356], [-0.42381, -1.74138, 1.17034], [0.16292, -3.50604, -2.29104], [5.81654, 4.01644, -0.19940], [-3.42861, 2.27474, 1.76581], [-2.59852, 5.92139, 1.47522], [1.46867, 2.91931, -1.71361], [-3.40964, 1.68005, 3.00811], [2.78025, -2.52683, -1.12870], [-1.86169, -0.63670, -0.53297], [2.99179, -0.98710, 3.11942], [-7.18348, -5.63464, -0.13294], [-0.75144, -0.42798, 0.48400], [-5.04585, 0.64846, 1.04592], [4.58506, -2.09387, -3.80131], [-1.31694, -3.43087, -2.56901], [3.14744, -2.58574, -3.60831], [-2.68464, 3.55502, 1.58816], [0.82305, -2.16454, -2.64887], [4.00296, -0.05234, -2.46226], [0.18086, -1.77642, 10.23292], [-5.32709, -1.45292, 2.40196], [6.58775, 5.08474, -0.57514], [-4.04368, 0.43884, 3.15419], [-0.64515, 4.78906, 2.02027], [-0.56953, 7.25339, 1.84346], [-1.31538, 3.60070, 1.84833], [-4.27865, 1.75786, 0.79139], [5.40229, 2.00102, 1.21658], [-2.15658, -4.55741, 1.13852], [-0.45485, 4.00527, -4.10576], [-3.33699, 4.76814, 1.35882], [-3.91220, -1.06793, -4.16724], [8.55455, 6.52622, -0.38535], [7.56101, 3.30342, 1.22072], [4.01943, 2.15628, 1.41575], [-2.95040, -5.76496, -4.96746], [6.27206, 3.10303, 0.73751], [0.55852, 2.22458, -2.72615], [4.73244, -0.56995, -3.68209], [3.22332, 1.19397, 2.01930], [-1.61594, 3.34505, -1.98562], [-1.46957, 1.87644, -3.93322], [-1.58126, -1.81369, 5.32909], [2.53831, -0.45001, -2.48237], [5.92957, 0.77484, 1.60573], [-1.51310, -1.25981, -1.35853], [-4.07802, -0.12980, 4.07330], [-1.16095, 0.27916, 1.23270], [-4.40260, 4.71180, 1.18442], [3.83560, -2.43403, -0.88349], [-1.79454, 0.99378, -3.38206], [2.86006, -1.74163, 2.34113], [-1.33001, 4.38278, -4.63569], [4.52276, -0.49272, -1.60329], [-0.15038, -2.55258, 0.49681], [0.00004, 7.27145, 0.91588], [5.04845, -2.44338, -4.72205], [-0.17882, 4.93785, -3.60253], [0.42654, 4.79827, 2.15280], [0.34666, -3.68284, -1.22914], [-5.77304, -1.77229, 1.46022], [5.79649, -0.34615, -3.76770], [-2.56938, 3.70399, -2.36805], [1.17610, 2.06609, -3.61454], [7.95840, 2.56737, 1.90446], [3.61264, 3.13989, 1.21719], [0.28918, -1.68847, 2.00266], [2.42203, 2.40220, -1.57947], [-2.14663, 0.32588, -0.97470], [7.96222, 7.34110, 0.03027], [2.52540, -2.38303, -4.48134], [4.21382, 1.01310, -2.34145], [0.04670, 7.23673, 2.73808], [1.92663, -0.01108, -1.68814], [2.14355, -2.11049, -0.34864], [-0.81085, 1.50617, -4.71692], [-1.24647, -2.07946, 1.80804], [4.31385, -0.12257, -4.59018], [-1.27298, 8.07872, 1.88469], [-0.80440, 2.67320, 2.07828], [3.62686, -1.41820, 3.88870], [2.02507, -0.62009, 3.44615], [-1.50379, -3.31941, -3.64201], [0.55723, -1.76270, -3.62730], [0.53227, 2.11587, -0.26440], [-6.07098, -1.36032, 3.19370], [-2.99988, 2.06484, 3.93193], [2.15717, 1.32046, 2.14288], [-1.09530, 4.17118, -1.50757], [0.47090, -1.41799, -1.92944], [-2.35686, 2.33549, -4.36148], [2.03468, -0.13230, -3.39806], [-4.36367, 2.24363, -0.17140], [9.24140, 4.62165, 1.32396], [-5.68009, 0.20657, 0.29027], [0.58973, -4.36704, -2.81033], [-2.70632, -1.14057, -0.06740], [6.16223, 5.72177, -1.33737], [3.08809, -3.66199, -3.45312], [8.68131, 6.57328, -1.46314], [-1.80121, -4.37107, -2.32248], [4.87122, 3.93954, -0.71967], [2.57530, -3.59388, -1.20107], [-1.82250, -2.58208, -2.11436], [0.33274, 3.74979, -4.80729], [1.68916, 3.89105, -2.16712], [5.49816, -1.09946, 2.61861], [-3.01617, 6.89939, 1.27671], [6.99853, 0.63871, 1.69755], [-4.51801, -2.09728, 2.75598], [-1.70290, 2.46472, -1.35196], [5.17142, -2.58903, -3.02003], [9.51683, 6.58405, 0.11710], [0.20885, 1.21984, -2.48159]],
  "forces_ev_per_angstrom": [[-0.822, -2.399, -1.786], [1.960, 0.448, -0.851], [-0.464, -1.792, 1.207], [2.638, -0.908, -2.082], [-4.268, -1.079, 2.117], [-1.478, 0.284, -1.263], [-0.407, 0.020, 0.270], [-0.696, 0.650, 0.102], [-0.329, -0.118, 0.271], [-0.468, -0.353, -0.030], [0.026, 0.769, -0.194], [0.311, 0.298, 0.209], [0.350, -0.473, -0.058], [-0.282, -0.174, 0.193], [-0.387, 0.511, -0.868], [0.030, 0.458, 0.290], [-0.106, 0.529, -0.140], [-0.444, 0.361, 0.641], [0.039, 0.055, 0.244], [-0.002, -0.017, 0.758], [-0.321, -0.472, -0.017], [-0.149, -1.015, 0.382], [-0.192, -0.292, -0.182], [-0.190, -0.125, 0.180], [-2.204, -4.224, 0.872], [-0.619, 0.019, -1.021], [-0.782, 1.333, -0.246], [-0.332, -0.511, 0.668], [1.234, 0.770, -0.859], [-0.336, -0.849, 0.459], [-1.078, 0.757, -0.476], [-0.381, -0.390, -0.428], [0.805, 1.285, -0.387], [0.794, -0.676, 0.954], [5.476, -7.790, -2.873], [0.166, 0.216, -0.482], [-0.712, 0.269, -0.137], [0.200, -0.874, 0.986], [-0.620, 2.801, 0.378], [4.244, 1.696, 0.581], [-0.573, 0.161, 0.352], [1.462, -0.031, 1.039], [-0.954, -0.421, -0.220], [-0.211, -0.996, -1.572], [0.863, 0.643, 0.038], [-0.508, -0.624, -0.039], [-0.854, -0.934, 0.493], [0.120, -0.647, 0.474], [0.357, 0.773, 0.053], [-0.343, 0.507, 1.174], [1.002, 0.199, 0.209], [-0.119, 0.424, -0.449], [-0.219, 0.736, -0.192], [-0.159, 0.988, -0.539], [-1.459, -0.038, 0.140], [-0.415, -1.667, 0.819], [-0.726, -0.764, -0.319], [1.430, 2.039, -0.326], [0.627, -0.718, -1.064], [1.409, 0.099, -1.753], [0.287, 1.025, 0.218], [1.176, -0.850, 0.124], [-0.037, -0.020, 1.256], [-0.375, -0.010, -0.829], [-0.819, -0.093, -0.583], [0.066, 0.010, 0.442], [-0.137, 0.391, 0.924], [1.070, -0.306, 0.283], [1.226, -0.324, -1.509], [-4.061, 5.914, 0.990], [0.216, -0.252, 0.044], [-0.310, 1.312, -0.162], [-0.138, 0.009, -1.249], [0.053, -0.701, -0.270], [0.100, -0.373, 0.921], [-0.056, 0.512, -0.169], [-0.722, -0.858, 0.520], [-0.721, 0.217, -0.108], [0.023, 2.084, 0.419], [0.431, -0.839, 0.210], [-0.867, -1.259, -0.642], [-0.065, 0.514, 0.375], [-0.362, -0.216, 0.019], [0.445, 0.936, -0.139], [0.252, 0.817, -0.846], [-0.047, 0.001, 0.038], [0.516, -0.742, -0.112], [-0.157, -0.644, -1.282], [0.841, 0.178, -0.752], [0.914, 0.308, -0.314], [-0.397, -0.379, -0.399], [1.502, -0.746, 1.538], [-0.173, -0.032, -0.129], [-0.054, -0.247, 0.933], [-0.107, 0.307, 0.339], [0.393, 0.017, 0.024], [-0.439, -0.373, 0.540], [-0.017, 0.644, -0.100], [0.013, 0.424, -0.442], [0.226, 0.328, 0.613], [-0.418, -0.193, 0.284], [-0.307, -0.906, -0.083], [-0.314, -0.053, 0.233], [0.022, 0.184, -0.140], [0.304, 0.503, 0.233], [-0.527, -0.142, -0.205], [0.526, -0.352, 0.393], [-0.043, 0.261, 0.354], [-0.059, -0.036, 0.053], [0.150, 0.065, 0.565], [0.005, 0.229, 0.561], [-0.001, -0.283, -0.230], [-0.423, 0.340, -0.376], [0.333, 0.352, 0.185], [-0.415, -0.192, -0.154], [0.688, 0.425, -0.501], [-0.048, -0.336, -0.395], [0.021, 0.333, -0.036], [0.035, 0.214, -0.459], [0.121, 0.102, -0.108], [-0.660, 0.168, -0.128], [0.150, 0.175, -0.144], [0.143, -0.414, 0.498], [-0.020, 0.233, -0.062], [-0.026, 0.268, -0.139], [-0.265, 0.539, -0.816], [-0.203, 0.058, 0.038], [-0.049, -0.094, -0.002], [0.124, 0.000, -0.228], [-0.380, 0.173, 0.364], [0.183, 0.142, 0.244], [0.405, -0.051, 0.352], [0.239, -0.438, -0.280], [-0.341, -1.664, 0.643], [-0.552, 0.086, -0.166], [0.542, 0.300, -0.329], [-0.037, -0.195, 0.124], [-0.142, -0.169, 0.381], [-0.325, -0.143, 0.073], [0.084, 0.036, -0.078], [0.344, -0.039, -0.270], [-0.069, -0.031, -0.034], [0.097, 0.130, -0.246], [-0.169, -0.118, 0.203], [0.113, 0.126, -0.254], [1.027, 2.304, -0.454], [0.646, 0.517, 0.063], [0.151, -0.010, 0.004], [-0.067, 0.159, 0.041], [0.167, 0.442, 0.470], [-0.117, -0.243, 0.249], [-0.001, -0.012, 0.170], [0.215, -0.789, 0.261], [-0.145, -0.344, 0.033], [0.033, 0.306, 0.552], [0.005, -0.077, -0.122], [-0.236, -0.064, 0.153], [0.004, -0.372, -0.509], [-1.502, 3.084, 1.573], [-0.164, 0.168, 0.204], [0.201, 0.221, 0.097], [0.029, -0.424, -0.083], [0.295, 0.126, 0.947]],
  "lowdin_charge": [0.8074, 0.5438, 0.6518, 0.5763, 0.5692, 0.6339, 0.1658, 0.0918, 0.1636, 0.1024, 0.0963, 0.1742, 0.1500, 0.1297, 0.1405, 0.1383, 0.1362, 0.1072, 0.0959, 0.1430, 0.1460, 0.1060, 0.1975, 0.1301, -0.2971, -0.3338, -0.2977, -0.2869, -0.3121, -0.3667, -0.3599, -0.3270, -0.1193, -0.2888, -0.2766, -0.2813, -0.3183, -0.3052, -0.2841, -0.2500, -0.0521, -0.2945, -0.0723, -0.3175, -0.2240, -0.0131, -0.0851, 0.0360, 0.0311, -0.0454, -0.1846, 0.0318, -0.1695, 0.0115, -0.2114, 0.0491, 0.0260, -0.0755, 0.0749, -0.6416, -0.5741, 0.0434, -0.1470, -0.1066, -0.0800, -0.1210, -0.0890, -0.1789, -0.6719, 0.0058, 0.0228, 0.0236, 0.0113, 0.0449, 0.0347, 0.0213, -0.1266, -0.6686, -0.0065, 0.0647, -0.6475, 0.0488, 0.0678, 0.0476, -0.6397, -0.1163, -0.1197, -0.1922, 0.0409, 0.0263, 0.0105, -0.6721, -0.1277, 0.0485, 0.0405, 0.1524, 0.0999, 0.1459, 0.0943, 0.0911, 0.1083, 0.1191, 0.1019, 0.0664, 0.1098, 0.1292, 0.1057, 0.1450, 0.0813, 0.0619, 0.1175, 0.1192, 0.1316, 0.1350, 0.1234, 0.0702, 0.0981, 0.0569, 0.1198, 0.1413, 0.0993, 0.1114, 0.0896, 0.0934, 0.1259, 0.0599, 0.1213, 0.1075, 0.1340, 0.1201, 0.1042, 0.0394, 0.1434, 0.0259, 0.1336, 0.1429, 0.1436, 0.0939, 0.0956, 0.1134, 0.1254, 0.1284, 0.1605, 0.1632, 0.1266, -0.0155, 0.1563, 0.1393, 0.1190, 0.0748, 0.1290, 0.1091, 0.0379, 0.1162, 0.1194, 0.1597, 0.1479, 0.1296, -0.0640, 0.0921, 0.1146, 0.1128, 0.1110]
}

***

[2]
{
  "formula": "C4H10ClN3",
  "method": "ωB97M-V/def2-TZVPD",
  "e_tot_ev": -21301.075,
  "homo_lumo_gap_ha": 0.34747,
  "largest_force_ev_per_a": 2.79,
  "spin_multiplicity": 1,
  "charge": 0,
  "homo_energy_ha": -0.3186,
  "species": ["Cl", "N", "N", "N", "C", "C", "C", "C", "H", "H", "H", "H", "H", "H", "H", "H", "H", "H"],
  "xyz": [[1.85583, -1.53738, -0.56230], [-1.16015, -0.96412, 0.54039], [1.15486, 0.07922, 1.51353], [-2.33251, -1.40053, -0.09207], [-0.47209, 0.01809, -0.27602], [-1.10206, 0.89935, -1.04409], [0.93604, 0.16218, 0.15178], [1.66123, 1.36749, -0.51975], [2.13994, 0.00356, 1.89776], [-2.14925, 0.69959, -1.35765], [1.46211, 1.49557, -1.59398], [-2.92787, -1.55458, 0.64797], [1.09804, 2.13128, 0.06801], [2.72699, 1.34545, -0.26987], [-0.53568, -1.63613, 1.00977], [-0.66597, 1.76269, -1.50640], [0.52470, -0.52530, 1.93934], [-2.21416, -2.34644, -0.54643]],
  "forces_ev_per_angstrom": [[-0.412, 0.530, -0.228], [1.303, 1.210, -1.390], [2.001, 1.429, 0.222], [1.191, -1.783, -1.375], [-0.615, -0.556, 2.236], [-1.391, -0.721, -0.995], [2.345, 0.162, -1.331], [-1.201, -0.571, 1.409], [-1.848, 0.116, -1.143], [0.822, 0.195, 0.641], [0.248, -0.368, 0.558], [-2.191, -0.368, 1.684], [0.960, 0.269, -0.704], [-0.313, 0.157, -0.145], [-0.654, -0.058, -1.084], [0.469, -0.039, -0.013], [-0.863, -0.952, 1.260], [0.149, 1.347, 0.399]],
  "lowdin_charge": [0.3203, -0.1029, 0.0516, 0.0105, -0.3727, 0.0630, -0.7127, -0.0799, 0.1395, 0.0718, 0.0815, 0.0424, 0.0983, 0.0764, 0.1067, 0.0502, 0.0391, 0.1168]
}

***

[3]
{
  "formula": "C4H4N2",
  "method": "ωB97M-V/def2-TZVPD",
  "e_tot_ev": -7186.946,
  "homo_lumo_gap_ha": 0.30370,
  "largest_force_ev_per_a": 4.64,
  "spin_multiplicity": 1,
  "charge": 0,
  "homo_energy_ha": -0.2986,
  "species": ["N", "N", "C", "C", "C", "C", "H", "H", "H", "H"],
  "xyz": [[-0.08568, -0.40481, -0.68580], [-1.63862, 1.45252, 0.24944], [-1.72516, 2.64071, 0.38351], [-1.20117, 0.25499, 0.08537], [1.37750, -0.28129, -0.31885], [-1.01759, -1.02237, 0.22373], [1.84769, -0.06482, -1.23374], [2.03260, -1.23047, 0.02443], [-1.17432, -1.89224, 0.82244], [1.58475, 0.54777, 0.44948]],
  "forces_ev_per_angstrom": [[1.420, -0.990, -1.240], [-0.752, 4.532, 0.681], [-0.066, -2.187, -0.293], [1.604, -3.456, 0.087], [0.509, -0.426, 2.494], [-0.627, 1.700, 0.935], [0.587, 0.797, -1.100], [-2.320, 1.584, -0.362], [-0.038, -0.465, -0.178], [-0.318, -1.089, -1.025]],
  "lowdin_charge": [-0.0852, 0.0100, 0.1115, -0.2939, -0.1112, 0.0364, 0.0271, 0.1129, 0.1034, 0.0890]
}

***

Looking at energy relative to the best compared isomer or geometry (same formula, charge and spin) for the records above, in order, we have 10.193; 1.668; 5.742 eV.